Computed, not measured: a structure of composition C7H14OPSSc, with wB97M-V/def2-TZVPD.

The geometry in XYZ format:
```
25
Properties=species:S:1:pos:R:3:lowdin_charge:R:1
C -0.988 0.043 -2.525 -0.2398
C -1.168 1.271 -3.277 -0.1886
C -0.052 2.101 -3.040 -0.2040
C 0.832 1.442 -2.158 -0.1966
C 0.266 0.146 -1.816 -0.2561
Sc -1.482 -1.516 0.105 0.4684
P 0.015 -3.526 -0.048 0.5356
H -1.461 -0.953 -2.652 0.0459
H -1.967 1.515 -3.971 0.0621
H 0.122 3.125 -3.457 0.0841
H 0.712 -0.702 -1.309 0.0273
H 1.823 1.795 -1.858 0.0613
H 1.322 -3.846 -0.573 -0.1185
H -0.587 -4.667 -0.650 -0.1529
H 0.237 -4.213 1.190 -0.1495
C -0.586 1.866 2.616 -0.2580
S 0.475 0.888 1.608 0.9853
C 1.212 -0.089 2.899 -0.2411
O -0.474 -0.178 0.954 -0.6899
H 0.103 2.540 3.169 0.0766
H -1.161 1.260 3.328 0.0697
H -1.276 2.475 2.013 0.0791
H 1.908 0.598 3.389 0.0638
H 0.432 -0.420 3.580 0.0621
H 1.743 -0.954 2.483 0.0734
```

Summary:
**Total charge**: 0
**Energy relative to the best compared isomer or geometry (same formula, charge and spin)**: 225.42 kJ/mol
**Orbital gap (spin up / spin down)**: 4.486 / 4.133 eV
**LUMO (spin up / spin down)**: -0.616 / -0.633 eV



Computed, not measured: a structure of composition C7H14OPSn, with wB97M-V/def2-TZVPD.

The geometry in XYZ format:
```
24
Properties=species:S:1:pos:R:3:lowdin_charge:R:1
C 1.501 -0.688 -2.468 -0.2217
C 2.501 0.007 -1.691 -0.1929
C 2.003 1.351 -1.380 -0.1963
C 0.674 1.494 -1.937 -0.2419
C 0.335 0.225 -2.612 -0.2296
Sn 0.535 -0.250 -0.416 1.1281
P 0.438 -2.427 0.747 0.6919
H 1.511 -1.746 -2.786 0.1245
H 3.490 -0.370 -1.429 0.1218
H 2.584 2.147 -0.903 0.1236
H -0.574 0.028 -3.196 0.1212
H 0.034 2.392 -1.914 0.1256
H 0.611 -2.248 2.138 -0.0651
H 1.452 -3.245 0.242 -0.0891
H -0.830 -3.008 0.522 -0.0715
C -2.403 0.758 2.591 -0.0805
C -1.826 0.499 1.259 -0.2789
O -0.345 0.467 1.566 -0.3452
H -2.171 -0.047 3.278 0.0928
H -3.456 0.813 2.450 0.0802
H -2.036 1.698 2.991 0.0925
H -2.097 -0.491 0.823 0.1029
H -1.971 1.283 0.493 0.1174
H 0.040 1.358 1.632 0.0901
```

Summary:
**Total charge**: +1
**Orbital gap**: 6.689 eV
**LUMO**: -3.309 eV



Computed, not measured: a cluster of 2 separate species, C7H14P in total, with wB97M-V/def2-TZVPD.

The geometry in XYZ format:
```
22
Properties=species:S:1:pos:R:3:lowdin_charge:R:1
C 0.759 -2.092 0.187 -0.1630
C -0.184 -2.592 1.000 -0.2292
C -0.343 0.688 -2.024 -0.2799
C 0.888 1.390 -0.143 -0.2929
C -0.300 -2.135 2.380 -0.0980
C -1.539 1.163 -2.673 -0.1152
C 0.859 2.348 1.016 -0.1319
P -0.323 0.135 -0.322 1.0891
H 1.655 -1.480 0.443 0.0744
H 0.898 -2.346 -0.895 0.0822
H -0.991 -3.024 0.552 0.0848
H 0.529 0.692 -2.584 0.0626
H 1.698 1.827 -0.754 0.1013
H 0.442 -1.369 2.634 0.0903
H -0.018 -2.874 3.184 0.1160
H -1.325 -2.118 2.660 0.0773
H -2.313 0.880 -1.990 0.0678
H -1.751 0.773 -3.676 0.1141
H -1.303 2.196 -2.887 0.1125
H 0.855 3.436 0.795 0.1143
H 1.795 2.358 1.511 0.0812
H 0.011 2.145 1.584 0.0421
```

Summary:
**Total charge**: +1
**Energy relative to the best compared isomer or geometry (same formula, charge and spin)**: 461.07 kJ/mol
**Orbital gap**: 7.804 eV
**LUMO**: -5.026 eV



Computed, not measured: a structure of composition C7H14PSTm, with wB97M-V/def2-TZVPD.

The geometry in XYZ format:
```
24
Properties=species:S:1:pos:R:3:mulliken_spin:R:1
C -0.236 2.058 -0.473 0.0084
C 0.667 2.347 -1.543 0.0006
C 0.180 1.660 -2.701 0.0093
C -1.154 1.245 -2.458 -0.0043
C -1.379 1.344 -1.052 0.0059
Tm -0.120 -2.108 0.589 1.6634
P -0.302 -0.463 2.942 -0.0020
H -0.112 2.282 0.578 0.0001
H 1.580 2.932 -1.496 0.0000
H 0.678 1.618 -3.671 -0.0006
H -2.245 0.989 -0.488 -0.0003
H -1.851 0.860 -3.206 0.0000
H -1.580 -0.367 3.612 0.0075
H 0.405 0.578 3.653 0.0088
H 0.242 -1.613 3.647 0.0203
C 0.786 -3.756 -0.792 -0.1619
S 0.341 -2.050 -1.727 0.1390
C 0.554 -2.510 -3.455 -0.0118
H 0.919 -3.825 0.385 0.2835
H 1.811 -3.918 -1.137 0.0104
H 0.069 -4.528 -1.095 0.0116
H 1.582 -2.853 -3.635 0.0029
H -0.173 -3.283 -3.732 0.0036
H 0.366 -1.607 -4.045 0.0056
```

Summary:
**Total charge**: 0
**<S²>**: 2.007
**2S+1**: 3
**Energy relative to the best compared isomer or geometry (same formula, charge and spin)**: 372.47 kJ/mol
**Orbital gap (spin up / spin down)**: 5.119 / 4.642 eV
**LUMO (spin up / spin down)**: -0.394 / -1.019 eV



Number 1: strongest force on any atom 4.79 eV/A. Number 2: strongest force on any atom 3.07 eV/A. Number 3: strongest force on any atom 3.23 eV/A. Number 4: strongest force on any atom 4.04 eV/A.